Record 1
Molecular formula: C3H5Br3Si
Method: DFT, ωB97M-V/def2-TZVPD

Atoms and positions in Å:
C -1.46 0.11 0.47
C -0.18 0.30 0.18
C 0.22 0.99 -1.07
Si 1.07 -0.15 1.44
Br 2.95 -0.97 0.97
Br 0.07 -1.24 3.11
Br 0.22 -2.45 -1.98
H -1.92 -0.16 1.42
H -2.10 0.20 -0.33
H -0.46 0.81 -1.84
H 1.11 0.61 -1.49
H 0.47 1.94 -0.88

## Properties
energy relative to the best compared isomer or geometry (same formula, charge and spin) = 419.1 kJ/mol
HOMO level (alpha / beta) = -8.19 / -6.98 eV

Record 2
Molecular formula: C5H8NS2
Method: DFT, ωB97M-V/def2-TZVPD

Atoms and positions in Å:
C 0.76 1.62 1.40
C 0.38 0.35 1.41
N -0.68 0.13 0.37
C -0.69 -1.18 -0.21
C 0.59 -1.32 -1.07
S 0.77 0.28 -2.00
C -0.37 1.10 -0.82
S 0.27 2.62 0.01
H 1.67 2.20 1.87
H 0.48 -0.53 2.11
H -1.51 0.49 0.82
H -1.56 -1.50 -0.87
H -0.81 -1.83 0.59
H 1.44 -1.45 -0.42
H 0.55 -2.27 -1.78
H -1.29 1.29 -1.42

## Properties
charge = +1
energy relative to the best compared isomer or geometry (same formula, charge and spin) = 117.9 kJ/mol
HOMO level = -13.23 eV

Record 3
Molecular formula: C32H26AsInN6O5S2
Method: DFT, ωB97M-V/def2-TZVPD

Atoms and positions in Å:
In 1.04 0.62 -0.32
O 3.00 -2.34 2.13
C 2.62 -1.25 1.67
N 2.59 -0.83 0.41
C 3.04 -1.59 -0.68
C 3.50 -2.91 -0.63
C 3.95 -3.56 -1.77
C 3.93 -2.91 -3.00
C 3.47 -1.60 -3.07
C 3.03 -0.92 -1.93
N 2.47 0.37 -1.97
C 2.68 1.22 -2.99
O 3.56 1.15 -3.86
C 1.69 2.36 -3.11
C 2.00 3.44 -3.93
C 1.05 4.43 -4.12
C -0.20 4.29 -3.52
C -0.41 3.18 -2.71
N 0.51 2.24 -2.51
C 2.16 -0.23 2.70
C 1.80 -0.66 3.97
C 1.38 0.27 4.90
C 1.34 1.61 4.54
C 1.72 1.95 3.26
N 2.12 1.06 2.35
H 3.51 -3.41 0.32
H 4.30 -4.58 -1.70
H 4.26 -3.42 -3.90
H 3.45 -1.09 -4.02
H 2.98 3.48 -4.39
H 1.26 5.29 -4.74
H -0.98 5.03 -3.65
H -1.36 3.06 -2.19
H 1.87 -1.72 4.19
H 1.07 -0.05 5.89
H 1.01 2.37 5.24
H 1.69 2.98 2.92
S 0.91 3.35 0.31
C -0.45 2.89 1.23
S -0.75 1.19 1.40
C -1.29 3.82 1.85
C -1.10 5.23 1.74
N -0.98 6.38 1.66
C -2.42 3.41 2.64
N -3.34 3.12 3.28
O -1.25 -2.58 -1.66
C -1.27 -1.35 -1.68
O -0.26 -0.57 -1.64
C -2.64 -0.70 -1.81
C -2.86 0.63 -1.44
C -4.13 1.19 -1.51
C -5.19 0.43 -1.99
C -4.98 -0.89 -2.38
C -3.71 -1.45 -2.28
H -2.02 1.20 -1.08
H -4.28 2.21 -1.19
H -6.18 0.87 -2.05
H -5.81 -1.48 -2.76
H -3.53 -2.48 -2.55
C -1.65 -1.87 3.66
As -1.07 -2.61 1.97
C -2.72 -3.15 1.13
C -0.07 -4.22 2.33
O -0.15 -1.54 1.14
H -2.35 -2.53 4.16
H -2.12 -0.91 3.43
H -0.78 -1.68 4.29
H -3.14 -4.01 1.64
H -2.50 -3.36 0.08
H -3.41 -2.30 1.18
H -0.44 -4.75 3.21
H 0.97 -3.92 2.45
H -0.14 -4.86 1.45

## Properties
charge = -2
energy relative to the best compared isomer or geometry (same formula, charge and spin) = 71.0 kJ/mol
HOMO level = -2.30 eV

Record 4
Molecular formula: C3H10N2Si
Method: DFT, ωB97M-V/def2-TZVPD

Atoms and positions in Å:
C -2.51 0.36 -0.62
C -1.64 0.06 0.30
Si 0.32 -0.23 0.00
C 1.30 1.31 0.25
N 1.04 -0.98 -1.38
N 0.80 -1.14 1.39
H -3.64 0.56 -0.46
H -2.22 0.50 -1.68
H -1.95 0.17 1.36
H 2.20 0.90 0.58
H 1.59 1.82 -0.60
H 0.83 2.03 1.03
H 0.83 -2.05 -1.42
H 0.66 -0.66 -2.19
H 1.12 -2.05 1.35
H 1.27 -0.58 2.08

## Properties
energy relative to the best compared isomer or geometry (same formula, charge and spin) = 19.1 kJ/mol
HOMO level = -9.24 eV

Record 5
Molecular formula: C19H46F5N6O11S2
Method: DFT, ωB97M-V/def2-TZVPD

Atoms and positions in Å:
C -4.69 0.79 -0.09
C -4.19 1.76 0.93
O -4.34 2.94 0.96
N -3.34 1.13 1.99
H -3.90 0.45 2.48
H -2.69 0.47 1.49
C -2.57 1.97 3.04
H -4.99 -0.13 0.38
H -3.86 0.44 -0.75
H -5.47 1.26 -0.71
H -3.22 2.69 3.54
H -1.71 2.41 2.56
H -2.06 1.24 3.65
C 4.67 -5.93 0.44
C 3.99 -5.35 -0.72
O 4.05 -4.34 -1.32
N 2.96 -6.53 -1.55
H 3.44 -6.63 -2.42
H 2.99 -7.40 -1.06
C 1.54 -5.99 -1.66
H 5.39 -6.65 -0.06
H 3.97 -6.50 1.08
H 5.19 -5.19 0.98
H 1.71 -4.92 -1.92
H 1.16 -6.09 -0.68
H 0.92 -6.46 -2.41
C 5.45 0.23 -6.30
C 4.67 0.43 -5.12
O 4.38 -0.24 -4.18
N 3.92 1.84 -5.02
H 4.65 2.57 -4.92
H 3.36 2.11 -5.80
C 2.84 1.99 -3.99
H 6.21 -0.52 -6.30
H 5.87 1.22 -6.48
H 4.89 -0.04 -7.18
H 2.02 1.28 -4.20
H 2.43 2.98 -4.18
H 3.11 1.84 -2.95
C 0.37 6.29 2.81
C -0.78 6.89 2.14
O -1.37 6.83 1.13
N -1.42 7.94 3.26
H -2.33 8.20 2.95
H -1.46 7.48 4.18
C -0.65 9.26 3.59
H 1.22 6.91 2.34
H 0.32 5.26 2.46
H 0.26 6.37 3.88
H -0.95 9.98 2.87
H 0.38 8.95 3.47
H -0.87 9.53 4.63
C -2.81 -4.33 -5.17
C -2.16 -4.73 -3.87
O -1.07 -5.03 -3.51
N -3.24 -4.89 -2.69
H -2.64 -5.01 -1.90
H -3.88 -4.10 -2.52
C -3.98 -6.22 -2.96
H -3.61 -3.59 -4.94
H -3.25 -5.25 -5.58
H -2.04 -3.95 -5.89
H -3.29 -7.02 -3.20
H -4.58 -6.11 -3.87
H -4.63 -6.44 -2.11
C 0.72 2.35 4.41
O 0.70 1.18 5.04
O 0.23 2.62 3.30
C 1.42 3.53 5.14
F 1.53 4.62 4.37
F 0.59 3.91 6.11
F 2.65 3.23 5.70
C -0.13 1.08 6.30
C 0.40 0.17 7.33
H -0.33 -0.56 7.70
H 1.26 -0.39 7.03
H 0.62 0.78 8.27
H -1.13 0.86 5.95
H -0.12 2.11 6.63
H 3.69 0.08 0.28
N -1.98 -2.06 -2.13
S -1.39 -2.36 -0.66
O 0.01 -2.15 -0.44
O -2.05 -3.56 -0.31
F -2.00 -1.16 0.29
S -1.31 -0.88 -3.04
O 0.08 -0.77 -2.94
O -2.09 0.34 -2.97
F -1.63 -1.32 -4.39

## Properties
charge = +3
energy relative to the best compared isomer or geometry (same formula, charge and spin) = 855.2 kJ/mol
HOMO level = -8.28 eV

Record 6
Molecular formula: C14H26Cl10N2
Method: DFT, ωB97M-V/def2-TZVPD

Atoms and positions in Å:
C -0.93 -0.73 11.23
C -2.28 -0.43 10.75
N -3.35 -0.23 10.45
H -0.69 -0.29 12.20
H -0.22 -0.23 10.57
H -0.78 -1.80 11.11
C -2.66 3.01 10.26
C -3.95 3.00 9.55
N -4.94 2.99 8.94
H -1.84 2.56 9.70
H -2.79 2.38 11.14
H -2.43 4.01 10.62
Cl -0.16 4.75 8.06
C -0.35 6.33 8.77
C 0.80 6.71 9.67
Cl 0.88 8.38 10.16
H -1.29 6.31 9.31
H -0.36 7.05 7.95
H 1.77 6.50 9.21
H 0.64 6.08 10.54
Cl -4.61 2.12 3.65
C -6.22 1.86 4.21
C -6.48 2.76 5.36
Cl -6.24 4.52 4.96
H -6.27 0.79 4.41
H -6.80 2.05 3.31
H -5.84 2.42 6.17
H -7.53 2.77 5.65
Cl 2.50 3.59 15.64
C 1.70 3.21 14.08
C 0.61 4.22 13.72
Cl -0.07 3.88 12.14
H 1.27 2.21 14.20
H 2.53 3.16 13.38
H 1.02 5.22 13.57
H -0.23 4.44 14.38
Cl -10.90 2.39 11.03
C -9.41 2.15 10.08
C -8.44 3.32 10.27
Cl -7.52 3.21 11.88
H -9.79 1.99 9.07
H -8.97 1.20 10.36
H -8.90 4.30 10.10
H -7.64 3.06 9.58
Cl -5.20 0.17 16.12
C -3.89 1.23 15.50
C -3.58 1.05 14.02
Cl -2.38 2.32 13.75
H -3.00 0.98 16.08
H -4.19 2.27 15.65
H -4.43 1.14 13.34
H -3.04 0.11 13.94

## Properties
charge = +1
spin multiplicity = 2
HOMO level (alpha / beta) = -12.43 / -12.42 eV